Entry 1:
Below is C19H19N2PPdS3Se2 as an isolated structure, with properties calculated with ωB97M-V with the def2-TZVPD basis set.

```
47
Properties=species:S:1:pos:R:3:lowdin_charge:R:1
Pd 0.444 -0.786 1.326 0.345
Se -2.194 1.039 3.805 0.319
Se -0.448 2.186 -0.508 0.505
C -1.671 0.783 -0.270 -0.771
C -2.914 0.851 -0.948 -0.151
C -3.876 -0.107 -0.774 -0.104
C -3.628 -1.163 0.105 -0.097
C -2.408 -1.202 0.730 -0.201
N -1.425 -0.299 0.525 -0.120
C -0.555 1.891 3.436 -0.830
C -0.403 3.264 3.768 -0.172
C 0.782 3.919 3.552 -0.127
C 1.855 3.217 2.999 -0.122
C 1.639 1.893 2.683 -0.226
N 0.491 1.234 2.874 -0.026
H -3.072 1.694 -1.603 0.072
H -4.819 -0.042 -1.308 0.092
H -4.368 -1.922 0.320 0.088
H -2.185 -1.985 1.436 0.036
H -1.256 3.774 4.196 0.065
H 0.883 4.970 3.809 0.085
H 2.816 3.679 2.809 0.076
H 2.442 1.307 2.248 0.053
S 2.262 -3.893 4.176 0.332
C 1.533 -2.743 3.212 -1.864
S 2.411 -1.571 2.284 0.440
S -0.141 -2.513 2.959 0.450
C 2.719 0.672 -1.119 -0.292
P 1.480 -0.605 -0.710 0.758
C 2.520 -2.099 -1.013 -0.293
C 0.429 -0.763 -2.201 -0.384
C 0.483 0.094 -3.295 -0.113
C -0.332 -0.122 -4.399 -0.099
C -1.222 -1.188 -4.416 -0.114
C -1.294 -2.040 -3.322 -0.094
C -0.474 -1.827 -2.223 -0.107
H 2.254 1.655 -1.099 -0.020
H 3.182 0.476 -2.089 0.036
H 3.482 0.624 -0.340 0.038
H 2.938 -2.082 -2.023 0.038
H 1.912 -2.993 -0.880 0.038
H 3.317 -2.131 -0.271 -0.005
H 1.134 0.957 -3.267 0.086
H -0.290 0.565 -5.237 0.092
H -1.869 -1.344 -5.272 0.087
H -2.005 -2.858 -3.313 0.095
H -0.554 -2.467 -1.351 0.101
```

Computed properties:
* charge: -2
* E_HOMO: -0.73 eV
* E_LUMO: 4.50 eV
* relative energy (zero: lowest compared OMol25 entry of this formula, charge and spin): 0.0 kJ/mol

***

Entry 2:
Below is C19H19N3O3S in the gas phase, with properties calculated with ωB97M-V with the def2-TZVPD basis set.

```
45
Properties=species:S:1:pos:R:3:lowdin_charge:R:1
C 2.124 6.321 0.728 -0.085
H 1.074 6.039 0.854 0.098
O 2.625 5.906 -0.521 -0.082
C 2.635 4.575 -0.805 -0.271
C 2.181 3.589 0.061 0.050
C 2.236 2.254 -0.326 -0.207
C 2.741 1.905 -1.575 -0.039
C 3.190 2.895 -2.430 -0.086
C 3.142 4.222 -2.057 -0.022
H 3.489 5.004 -2.712 0.112
H 3.583 2.627 -3.400 0.103
H 2.778 0.866 -1.866 0.099
N 1.803 1.217 0.505 0.125
C 1.217 1.291 1.718 -0.534
O 0.965 2.299 2.343 0.061
C 0.896 -0.091 2.288 -0.345
H 0.635 0.014 3.340 0.083
H 1.725 -0.785 2.159 0.084
S -0.571 -0.857 1.518 1.020
C 0.149 -1.597 0.111 -0.590
N 1.396 -1.426 -0.263 0.028
C 1.543 -2.145 -1.411 -0.121
C 0.367 -2.743 -1.736 -0.050
N -0.534 -2.396 -0.754 -0.022
C -1.887 -2.780 -0.717 -0.207
C -2.465 -3.154 0.490 0.014
C -3.804 -3.524 0.527 -0.265
C -4.543 -3.541 -0.659 -0.001
C -3.952 -3.182 -1.851 -0.067
C -2.623 -2.792 -1.893 -0.023
H -2.169 -2.488 -2.823 0.112
H -4.532 -3.195 -2.761 0.109
H -5.578 -3.837 -0.613 0.119
O -4.468 -3.888 1.649 -0.073
C -3.791 -3.829 2.884 -0.075
H -3.418 -2.821 3.087 0.096
H -2.961 -4.541 2.921 0.098
H -4.530 -4.100 3.636 0.096
H -1.860 -3.157 1.381 0.075
H 0.099 -3.393 -2.541 0.117
H 2.488 -2.177 -1.915 0.102
H 1.899 0.272 0.111 0.084
H 1.784 3.829 1.031 0.090
H 2.210 7.407 0.733 0.091
H 2.710 5.906 1.554 0.098
```

Computed properties:
* SMILES: COc1cccc(NC(=O)CSc2nccn2-c2cccc(OC)c2)c1
* E_HOMO: -7.92 eV
* E_LUMO: 0.56 eV
* relative energy (zero: lowest compared OMol25 entry of this formula, charge and spin): 161.7 kJ/mol

***

Entry 3:
Below is C19H19N3OS in the gas phase, with properties calculated with ωB97M-V with the def2-TZVPD basis set.

```
43
Properties=species:S:1:pos:R:3:lowdin_charge:R:1
N -3.462 -0.068 2.318 0.107
O -0.256 0.441 -2.187 -0.095
S 1.528 1.421 2.086 0.995
C 3.085 1.900 1.470 -0.418
C 3.041 2.062 0.106 -0.187
C 1.752 1.766 -0.485 -0.113
C 0.820 1.358 0.444 -0.413
C -3.125 -0.832 3.293 -0.524
C 4.087 0.319 -4.371 -0.086
C 4.175 -0.320 -3.119 -0.089
C 2.820 0.623 -4.929 -0.081
C -3.220 -0.133 -0.084 -0.014
C -2.427 0.082 -1.197 -0.001
C -1.404 0.609 1.332 -0.018
C 3.002 -0.691 -2.503 -0.056
C 1.644 0.248 -4.286 -0.041
C -2.698 0.118 1.199 -0.328
C -1.083 0.514 -1.086 -0.225
C -0.568 0.846 0.204 -0.132
C 1.735 -0.407 -3.059 -0.205
N -2.033 -1.639 3.253 0.174
N -3.976 -0.935 4.313 -0.012
C 0.450 -0.792 -2.368 -0.131
C -3.622 -1.501 5.610 -0.086
H 3.995 2.030 2.063 0.068
H 3.893 2.330 -0.511 0.098
H 1.585 1.853 -1.554 0.111
H 4.981 0.578 -4.925 0.092
H 5.171 -0.561 -2.703 0.112
H 2.838 1.144 -5.915 0.111
H -4.251 -0.460 -0.129 0.108
H -2.821 -0.052 -2.188 0.111
H -0.994 0.799 2.331 0.089
H 3.072 -1.204 -1.572 0.104
H 0.670 0.516 -4.713 0.124
H -2.081 -2.493 3.774 0.087
H -1.579 -1.608 2.340 0.104
H -4.716 -0.244 4.268 0.138
H -0.135 -1.510 -2.944 0.128
H 0.626 -1.269 -1.385 0.137
H -3.290 -2.567 5.571 0.081
H -2.748 -0.921 5.933 0.082
H -4.479 -1.352 6.305 0.094
```

Computed properties:
* SMILES: CN/C(N)=N/c1ccc(OCc2ccccc2)c(-c2cccs2)c1
* E_HOMO: -7.48 eV
* E_LUMO: 0.61 eV
* relative energy (zero: lowest compared OMol25 entry of this formula, charge and spin): 251.1 kJ/mol

***

Entry 4:
Below is C19H19N4O4SV as an isolated structure, with properties calculated with ωB97M-V with the def2-TZVPD basis set.

```
48
Properties=species:S:1:pos:R:3:mulliken_spin:R:1
V -0.090 -0.127 -0.321 1.994
C -1.394 2.045 -2.000 0.035
C -1.530 2.356 -0.541 -0.018
C -2.153 3.537 -0.107 -0.006
C -2.241 3.812 1.233 0.000
C -1.696 2.909 2.168 0.005
C -1.726 3.112 3.560 0.006
C -1.147 2.194 4.403 -0.001
C -0.550 1.038 3.905 0.009
C -0.530 0.784 2.543 -0.016
S 0.122 -0.683 1.893 -0.033
C -1.089 1.730 1.647 0.019
N -1.035 1.486 0.323 -0.001
H -1.863 2.821 -2.600 0.003
H -1.859 1.082 -2.237 -0.005
H -0.332 1.993 -2.267 -0.004
H -2.553 4.223 -0.837 0.000
H -2.716 4.715 1.588 0.000
H -2.197 4.002 3.949 0.000
H -1.154 2.362 5.469 0.000
H -0.099 0.323 4.575 0.001
N -0.751 -2.123 -0.615 -0.028
C -2.000 -2.692 -0.122 0.010
C -3.160 -1.801 -0.552 0.008
N -2.874 -0.463 -0.056 0.010
H -0.671 -2.302 -1.618 0.011
H 0.023 -2.595 -0.151 0.002
H -1.948 -2.702 0.970 0.000
H -2.151 -3.723 -0.474 -0.001
H -4.108 -2.216 -0.175 0.000
H -3.221 -1.761 -1.645 -0.002
H -2.886 -0.478 0.964 0.001
H -3.585 0.197 -0.355 0.001
O 6.119 -3.837 -2.234 0.000
C 6.033 -2.637 -2.032 0.000
O 6.816 -1.705 -1.993 0.000
C 4.518 -2.181 -1.743 0.002
C 3.481 -3.095 -1.850 0.001
C 2.193 -2.683 -1.549 0.010
N 1.886 -1.438 -1.192 -0.017
C 2.889 -0.561 -1.132 0.003
C 4.220 -0.879 -1.380 -0.001
C 2.477 0.867 -0.845 0.004
O 3.249 1.799 -0.930 0.020
O 1.231 0.928 -0.567 -0.022
H 3.679 -4.110 -2.154 0.000
H 1.383 -3.399 -1.620 0.000
H 4.988 -0.125 -1.294 0.000
```

Computed properties:
* multiplicity: 3
* ⟨S²⟩: 2.0134
* E_HOMO (spin up / spin down): -7.25 / -7.25 eV
* E_LUMO (spin up / spin down): -1.57 / -1.46 eV

***

Entry 5:
Below is a 2-piece molecular cluster, C19H20BCl4NO2 overall, with properties calculated with ωB97M-V with the def2-TZVPD basis set.

```
47
Properties=species:S:1:pos:R:3:lowdin_charge:R:1
Cl -2.407 -4.200 -0.093 0.523
B -1.206 -3.450 1.086 -1.835
Cl -2.096 -2.228 2.233 0.517
Cl -0.271 -4.697 2.122 0.505
O -0.226 -2.666 0.272 -0.061
C 0.816 -2.103 0.771 -0.059
C 1.957 -1.852 -0.059 -0.160
C 3.166 -1.414 0.530 0.010
C 4.246 -1.070 -0.268 -0.080
C 4.132 -1.174 -1.665 -0.654
Cl 5.433 -0.680 -2.656 0.732
C 2.970 -1.702 -2.254 -0.071
C 1.889 -2.052 -1.461 0.039
H 0.866 -1.920 1.851 0.140
H 3.213 -1.357 1.617 0.130
H 5.171 -0.706 0.168 0.112
H 2.925 -1.822 -3.332 0.115
H 0.987 -2.468 -1.905 0.139
C -1.326 1.966 -2.787 -0.100
C -2.164 1.081 -2.087 -0.085
C -1.795 0.616 -0.824 -0.031
C -0.615 1.084 -0.198 -0.236
C -0.250 0.695 1.154 -0.075
C 0.456 1.520 1.995 -0.088
N 0.580 1.364 3.342 -0.124
C 1.299 2.447 4.019 -0.146
C 1.658 2.062 5.441 -0.191
O 0.520 1.525 6.114 -0.134
C 0.051 0.325 5.501 -0.182
C -0.398 0.551 4.065 -0.133
C 0.213 1.973 -0.916 -0.058
C -0.130 2.401 -2.195 -0.095
H -1.584 2.285 -3.799 0.097
H -3.105 0.753 -2.536 0.104
H -2.413 -0.104 -0.283 0.108
H -0.666 -0.235 1.543 0.021
H 0.966 2.414 1.612 0.121
H 2.208 2.642 3.441 0.124
H 0.692 3.373 4.052 0.133
H 2.499 1.344 5.417 0.127
H 1.923 2.961 6.014 0.130
H 0.831 -0.459 5.512 0.127
H -0.807 0.027 6.118 0.133
H -1.395 1.039 4.084 0.144
H -0.522 -0.418 3.568 0.068
H 1.138 2.309 -0.448 0.098
H 0.539 3.078 -2.729 0.099
```

Computed properties:
* E_HOMO: -7.50 eV
* E_LUMO: -2.10 eV